The following is a DFT calculation (ωB97M-V/def2-TZVPD) of 4 unconnected molecules or ions with the total composition C19H33NO14S.

Computed properties:
E_LUMO: 0.547 eV
Net charge: 0
F_max: 0.01755 Eh/bohr
Gap between HOMO and LUMO: 10.16 eV
E: -61228.3059 eV

Cartesian coordinates (Å):
C: 5.389 0.097 0.633
H: 5.996 3.305 -0.418
O: -5.383 0.979 0.234
O: 3.653 -1.899 -0.538
H: 5.447 0.282 -0.440
H: 4.417 2.277 1.991
O: -0.847 -3.865 1.975
H: 6.022 2.986 1.979
C: 1.885 4.685 -0.451
O: -2.888 -4.503 1.377
C: 5.074 2.971 0.055
C: -1.652 -3.771 3.171
C: -4.183 -2.512 -2.515
N: -0.990 0.206 0.975
C: -0.855 -4.164 4.385
C: -2.810 -4.677 2.798
H: -2.583 -5.725 3.009
H: -3.759 -4.402 3.250
O: 3.992 0.039 1.005
C: 5.339 2.354 1.416
H: 2.101 1.571 -2.483
H: 0.370 1.428 -2.153
H: -4.053 -2.744 -3.572
O: -1.224 -0.507 -1.196
H: 4.545 2.288 -0.610
C: 1.097 3.449 -2.188
H: -0.395 2.232 0.817
H: -5.838 -1.176 -2.883
C: -0.541 -0.405 -0.195
H: -1.994 -2.734 3.246
O: 1.842 -0.478 0.452
H: -2.984 -0.315 0.644
C: -4.874 -1.184 -2.365
O: 2.343 5.282 -1.577
C: 0.766 -1.187 -0.185
H: -4.776 -3.304 -2.059
H: 2.030 4.874 -3.582
C: -5.091 0.432 -0.782
H: 0.584 -2.137 0.325
C: -0.172 1.351 1.424
H: 5.884 -0.842 0.875
H: 3.168 3.790 -2.735
C: -1.663 -4.144 0.933
C: 1.124 2.022 -2.667
H: -3.205 -2.496 -2.031
H: 1.034 -1.402 -1.215
H: -0.394 1.574 2.465
H: -2.748 1.006 1.791
H: -4.180 0.344 -3.786
H: 0.132 3.915 -2.407
O: -5.140 -0.902 -0.974
O: -4.610 1.050 -1.883
O: 5.992 1.083 1.379
H: 0.914 1.987 -3.736
S: 3.196 -1.336 0.716
H: 4.436 3.844 0.195
O: 2.009 5.119 0.647
H: -0.552 -5.210 4.327
H: -1.454 -4.017 5.283
C: -4.064 0.039 -2.749
C: -2.403 0.577 0.854
H: 0.881 1.136 1.343
O: -1.350 -4.069 -0.210
C: 2.229 4.343 -2.655
H: -2.554 1.319 0.067
H: 0.042 -3.552 4.464
O: 1.286 3.513 -0.759
H: -3.009 -0.087 -2.502